# 1
Below is a cluster of 6 separate species, C24H34BFN2O19P in total, with properties calculated with the ωB97M-V functional and the def2-TZVPD basis.

Last column: Löwdin charge in e.
Cartesian coordinates (Å):
C (-0.74786, -0.65400, 4.03739)  -0.09
N (-0.81244, 0.72453, 3.41311)  -0.11
C (-1.00100, 1.65660, 4.59961)  -0.09
B (-2.03933, 0.75512, 2.57232)  -0.58
O (-3.35324, 0.63204, 3.18862)  0.11
N (-2.05265, 0.89002, 1.04450)  0.07
C (-1.69559, -0.17805, 0.13671)  0.10
C (-1.76802, -0.00593, -1.42452)  0.10
C (-2.23802, 1.35097, -1.99483)  -0.01
C (-2.42396, 1.71518, -3.53304)  -0.30
O (-1.54131, 2.08733, -4.31905)  0.15
O (-3.78307, 1.64906, -4.04287)  0.08
F (-4.46055, 0.74243, -3.26021)  -0.02
C (-2.58976, 2.50097, -0.96952)  0.08
C (-2.47699, 2.20108, 0.54154)  -0.23
P (-2.94524, 3.56127, 1.77323)  0.97
C (-2.77053, 5.28457, 1.02732)  -0.26
O (-4.64287, 3.33489, 2.04154)  -0.31
H (-1.61806, -0.82051, 4.78162)  0.12
H (0.24889, -0.87172, 4.56837)  0.08
H (-0.86668, -1.47537, 3.23110)  0.09
H (-1.94497, 1.41217, 5.20307)  0.10
H (-1.08585, 2.71142, 4.15463)  0.08
H (-0.10603, 1.59764, 5.32906)  0.10
H (-4.00909, 0.84744, 2.47570)  0.10
H (-1.37334, -1.20152, 0.55627)  0.16
H (-1.50212, -0.85551, -2.15950)  0.13
H (-2.93847, 3.50784, -1.38073)  0.12
H (-3.30757, 6.05051, 1.70307)  0.09
H (-1.64755, 5.58644, 1.02802)  0.04
H (-3.24534, 5.34875, -0.01087)  0.04
H (-4.98995, 2.70469, 1.36715)  0.06
C (0.26440, -3.89507, -5.23788)  -0.13
C (0.56430, -2.66366, -4.43988)  -0.13
O (-0.28064, -2.80526, -3.30354)  0.02
C (-0.54403, -4.13613, -3.16462)  -0.55
O (-1.08788, -4.61894, -2.21246)  0.15
O (-0.11024, -4.84020, -4.24208)  0.08
H (1.12867, -4.24682, -5.80145)  0.13
H (-0.57431, -3.75416, -5.92508)  0.13
H (1.60482, -2.62415, -4.10423)  0.14
H (0.33337, -1.74727, -4.98541)  0.14
C (1.77228, 8.25152, 0.88750)  -0.13
C (0.48673, 9.01085, 1.01060)  -0.12
O (-0.44996, 7.99878, 1.35767)  0.06
C (0.25138, 6.98356, 1.92960)  -0.54
O (-0.25023, 6.04541, 2.48826)  0.12
O (1.59043, 7.16682, 1.78897)  0.07
H (2.63928, 8.85027, 1.16971)  0.14
H (1.92864, 7.85230, -0.11880)  0.14
H (0.51501, 9.75586, 1.81072)  0.14
H (0.20159, 9.50214, 0.07929)  0.14
C (3.33120, 0.51168, 6.13377)  -0.13
C (4.53386, -0.37393, 6.02023)  -0.12
O (3.96879, -1.67559, 5.95698)  0.08
C (2.69734, -1.54062, 5.49811)  -0.52
O (1.99773, -2.46140, 5.16958)  0.14
O (2.32086, -0.22825, 5.45826)  0.04
H (3.48257, 1.48289, 5.66038)  0.14
H (3.02129, 0.66649, 7.17119)  0.14
H (5.10386, -0.19097, 5.10472)  0.14
H (5.20182, -0.28173, 6.87770)  0.14
C (1.93870, -4.76084, -9.36070)  -0.13
C (2.01052, -3.75854, -10.47229)  -0.13
O (0.88917, -2.92142, -10.22179)  0.07
C (0.59575, -3.02993, -8.89904)  -0.54
O (-0.18751, -2.33131, -8.31901)  0.15
O (1.30637, -4.03339, -8.31519)  0.04
H (2.92410, -5.11100, -9.04992)  0.14
H (1.31868, -5.62519, -9.61494)  0.14
H (2.92026, -3.15246, -10.43180)  0.14
H (1.93739, -4.22215, -11.45702)  0.14
C (0.89859, -4.75797, 3.74258)  -0.15
C (1.69223, -5.27579, 2.58176)  -0.13
O (1.57932, -6.68463, 2.71893)  0.06
C (0.44538, -6.92853, 3.43414)  -0.54
O (-0.03592, -8.01346, 3.58769)  0.16
O (-0.06905, -5.77834, 3.95046)  0.07
H (0.41599, -3.80406, 3.52565)  0.11
H (1.50108, -4.65278, 4.64702)  0.12
H (1.26731, -4.97914, 1.61762)  0.13
H (2.73723, -4.96387, 2.61925)  0.14

Forces on atoms 1 to 6 (eV/Å):
C -0.1 -1.7 -0.1
N -1.5 -0.7 0.8
C 0.1 1.1 0.1
B -1.6 -0.2 3.4
O 2.3 0.7 -3.1
N 0.1 0.5 -4.4

Spin multiplicity: 1
LUMO energy: -5.03 eV
Net charge: +1
HOMO energy: -11.871 eV
Frontier orbital gap: 6.8 eV

***

# 2
Below is a structure of composition C30H50N7O5PS2TeTi, with properties calculated with the ωB97M-V functional and the def2-TZVPD basis.

Last column: Löwdin charge in e.
Cartesian coordinates (Å):
Ti (0.16693, 0.00115, 0.83761)  0.72
C (2.88167, -0.45064, 2.55122)  -0.06
N (1.65729, 0.37581, 2.63010)  -0.25
C (2.05404, 1.78140, 2.82929)  -0.10
C (0.89012, -0.14001, 3.75360)  -0.26
C (1.15245, 0.21454, 5.06314)  -0.03
C (0.49081, -0.40862, 6.11126)  -0.09
C (-0.38263, -1.44584, 5.83355)  -0.09
C (-0.66092, -1.79838, 4.52490)  -0.02
C (-0.08222, -1.10620, 3.45195)  -0.27
N (-0.38077, -1.32994, 2.11666)  -0.09
C (-1.55514, -2.03742, 1.77418)  -0.24
C (-2.76385, -1.77948, 2.41616)  -0.06
C (-3.93898, -2.39978, 2.02503)  -0.11
C (-3.91745, -3.27624, 0.95427)  -0.10
C (-2.72275, -3.54880, 0.30281)  -0.03
C (-1.52306, -2.97066, 0.71289)  -0.19
N (-0.29990, -3.24053, 0.07276)  -0.19
C (0.76822, -3.78756, 0.90104)  -0.05
C (-0.36601, -3.89929, -1.21033)  -0.09
H (3.43518, -0.40094, 3.49465)  0.10
H (2.61932, -1.48874, 2.34999)  0.10
H (3.52683, -0.08868, 1.75507)  0.03
H (1.21193, 2.34422, 3.22114)  0.07
H (2.89592, 1.86713, 3.52405)  0.09
H (2.35475, 2.21096, 1.87709)  0.02
H (1.86945, 0.99563, 5.27960)  0.11
H (0.67153, -0.09470, 7.13035)  0.10
H (-0.86966, -1.97654, 6.64180)  0.10
H (-1.33582, -2.61691, 4.31952)  0.11
H (-2.78502, -1.04204, 3.20784)  0.11
H (-4.86381, -2.18265, 2.54442)  0.10
H (-4.82985, -3.75628, 0.62313)  0.10
H (-2.73605, -4.23894, -0.52968)  0.10
H (0.73382, -4.88750, 0.91077)  0.09
H (1.73840, -3.47270, 0.50808)  0.08
H (0.67527, -3.43709, 1.92423)  0.08
H (0.63360, -3.91309, -1.64689)  0.08
H (-1.02635, -3.34862, -1.88143)  0.09
H (-0.70551, -4.94483, -1.14140)  0.09
N (-3.36142, 0.23068, 0.23783)  0.05
C (-2.86173, 0.92596, -0.92860)  -0.31
C (-4.00641, 1.22781, -1.92207)  -0.14
C (-3.74188, 1.91084, -3.28023)  -0.18
C (-2.94313, 3.22431, -3.26091)  -0.15
N (-1.50235, 3.06205, -3.33459)  0.10
C (-0.86037, 2.61199, -4.39980)  -0.44
N (-1.51484, 2.40096, -5.55665)  0.21
N (0.46810, 2.52074, -4.38478)  0.22
C (-1.67283, 0.10135, -1.47412)  -0.53
O (-1.45485, 0.00269, -2.67052)  0.07
O (-0.92004, -0.43402, -0.55521)  -0.19
H (-3.95833, -0.54921, -0.01481)  0.08
H (-3.85366, 0.84022, 0.87568)  0.08
H (-2.40846, 1.86084, -0.57576)  0.12
H (-4.72443, 1.84285, -1.37182)  0.12
H (-4.49169, 0.27160, -2.13769)  0.12
H (-4.72274, 2.12188, -3.71569)  0.11
H (-3.23088, 1.19685, -3.92316)  0.09
H (-3.16003, 3.78317, -2.35054)  0.13
H (-3.24154, 3.84642, -4.10989)  0.12
H (-0.93934, 3.05867, -2.47785)  0.11
H (-2.51314, 2.29824, -5.55652)  0.10
H (-1.01497, 2.01294, -6.33566)  0.12
H (0.94342, 2.58067, -3.48401)  0.12
H (0.94954, 1.99259, -5.09194)  0.12
C (0.50932, 4.81804, 0.26449)  -0.13
C (0.01973, 3.45161, 0.68597)  -0.73
S (0.54793, 2.10849, -0.33925)  0.60
C (-0.73255, 3.18912, 1.76178)  -0.76
C (-1.19497, 4.24654, 2.72619)  -0.12
S (-1.20443, 1.54137, 2.16022)  0.75
H (1.27858, 4.70662, -0.49762)  0.05
H (0.94569, 5.35754, 1.10616)  0.08
H (-0.30066, 5.42552, -0.14959)  0.07
H (-1.06599, 5.24580, 2.31164)  0.06
H (-0.62754, 4.18005, 3.65835)  0.08
H (-2.24636, 4.09407, 2.97238)  0.07
C (2.63298, -1.79995, -4.01842)  -0.06
C (1.74811, -1.23864, -2.92163)  -0.27
O (2.36915, -0.07567, -2.34658)  -0.33
P (2.89368, -0.11223, -0.81406)  0.13
O (1.72157, -0.63186, 0.03529)  -0.46
Te (4.13280, 1.85078, -0.58978)  0.49
O (3.82390, -1.44412, -0.75498)  -0.29
C (5.22375, -1.40318, -1.03966)  -0.35
C (5.78194, -2.80479, -0.89479)  -0.07
H (2.16257, -2.67289, -4.47219)  0.08
H (3.59756, -2.09823, -3.60651)  0.07
H (2.80884, -1.05358, -4.79453)  0.07
H (1.57790, -1.98412, -2.14256)  0.09
H (0.77638, -0.92110, -3.30373)  0.10
H (5.71794, -0.72287, -0.34327)  0.06
H (5.38980, -1.01840, -2.05034)  0.11
H (5.51162, -3.21452, 0.07846)  0.08
H (6.86813, -2.78011, -0.97658)  0.08
H (5.38885, -3.46349, -1.66996)  0.07

Forces on atoms 1 to 6 (eV/Å):
Ti -0.6 1.8 0.6
C 0.1 -0.2 0.0
N -0.1 -0.1 0.4
C 0.0 0.2 0.0
C -0.1 -0.2 0.1
C 0.0 0.1 0.0

Spin multiplicity: 1
LUMO energy: -0.13 eV
Net charge: 0
HOMO energy: -6.222 eV
Frontier orbital gap: 6.1 eV

***

# 3
Below is a cluster of 2 separate species, C5H15N2 in total, with properties calculated with the ωB97M-V functional and the def2-TZVPD basis.

Last column: natural (NBO) charge in e.
Cartesian coordinates (Å):
N (-1.33390, 1.48219, -0.24630)  -0.76
C (-1.41305, 0.00051, -0.39873)  -0.07
C (-2.86669, -0.36273, -0.38579)  -0.64
C (-0.55590, -0.40109, 0.78233)  -0.39
N (0.78529, 0.01882, 0.63957)  0.16
C (1.59479, -0.47865, 1.66075)  -0.56
C (3.24911, -0.16506, -1.82087)  -0.84
H (4.12127, -0.24540, -1.17378)  0.22
H (-1.69154, 2.04053, -1.07738)  0.41
H (-0.40206, 1.77327, 0.05225)  0.37
H (-0.91322, -0.47784, -1.26596)  0.20
H (-3.09868, -1.42937, -0.35646)  0.23
H (-3.32436, 0.05075, 0.53331)  0.23
H (-3.51175, 0.02338, -1.17928)  0.26
H (-1.07011, 0.02632, 1.69292)  0.33
H (-0.64141, -1.49825, 0.89770)  0.31
H (2.53466, 0.07202, 1.72837)  0.27
H (1.05549, -0.35400, 2.61835)  0.28
H (1.87116, -1.54987, 1.66198)  0.35
H (2.41722, -0.19700, -1.08297)  0.17
H (3.16753, -0.96104, -2.55606)  0.23
H (3.23205, 0.79354, -2.33558)  0.23

Forces on atoms 1 to 6 (eV/Å):
N -0.4 -0.1 -1.8
C 0.9 1.9 -0.7
C -1.5 -0.6 1.5
C -1.2 -0.6 -0.7
N -1.2 -1.6 0.6
C 0.9 1.3 1.1

Spin multiplicity: 1
LUMO energy: -8.64 eV
Net charge: +1
HOMO energy: -13.928 eV
Frontier orbital gap: 5.3 eV

***

# 4
Below is a cluster of 5 separate species, C24H40BCl8F9NO3 in total, with properties calculated with the ωB97M-V functional and the def2-TZVPD basis.

Last column: Löwdin charge in e.
Cartesian coordinates (Å):
C (-2.02549, 0.98851, -1.38276)  -0.11
C (-1.50728, 0.05050, -2.49759)  -0.21
C (-0.43292, -0.99115, -2.02062)  -0.27
C (0.83576, -0.72818, -2.84759)  -0.07
C (-0.99351, -2.39160, -2.29378)  -0.26
O (-0.51450, -2.92776, -3.49756)  0.00
B (-1.04625, -4.32619, -3.49663)  -0.95
C (0.07585, -5.26874, -4.27129)  -0.03
N (-2.39621, -4.36054, -4.29442)  0.09
O (-1.23103, -4.64182, -2.05987)  0.00
C (-0.77588, -3.53998, -1.24325)  -0.36
C (-1.82835, -3.54350, -0.13236)  -0.07
C (-1.83776, -2.35071, 0.84544)  -0.03
C (-0.90287, -2.46956, 2.05549)  -0.42
F (-0.20520, -3.63183, 2.03396)  0.12
F (-1.64053, -2.49562, 3.20847)  0.10
C (0.14620, -1.35569, 2.22879)  -0.33
F (0.84515, -1.64361, 3.37286)  0.11
F (1.04487, -1.33991, 1.23733)  0.16
C (-0.43207, 0.09478, 2.38974)  -0.33
F (-1.75971, 0.13401, 2.57771)  0.17
F (-0.17529, 0.75550, 1.23302)  0.14
C (0.29683, 0.92930, 3.47716)  -0.51
F (1.61597, 0.95600, 3.26991)  0.19
F (-0.14864, 2.20973, 3.35070)  0.14
F (-0.01312, 0.53656, 4.71776)  0.18
C (0.66409, -3.93952, -0.90151)  -0.03
C (0.68539, -5.33494, -0.27470)  -0.33
C (1.01155, -6.43972, -1.18173)  -0.06
O (1.93703, -5.94087, -0.16513)  -0.06
H (-1.96869, 0.55987, -0.38850)  0.03
H (-1.57305, 1.97495, -1.42033)  0.02
H (-3.08768, 1.17139, -1.56714)  0.07
H (-1.08344, 0.66710, -3.30558)  0.02
H (-2.37058, -0.45941, -2.91531)  0.10
H (-0.14765, -0.82087, -0.98468)  0.10
H (0.65880, -0.85753, -3.90880)  0.07
H (1.07720, 0.32573, -2.69717)  0.04
H (1.69473, -1.28616, -2.47809)  0.08
H (-2.08318, -2.43003, -2.43908)  0.14
H (-0.20764, -6.32509, -4.30379)  0.04
H (1.07222, -5.13556, -3.84538)  0.02
H (0.11892, -4.89778, -5.29978)  0.04
H (-2.40764, -5.23329, -4.80725)  0.02
H (-2.30946, -3.60566, -4.96515)  0.03
H (-2.78012, -3.52639, -0.65625)  0.13
H (-1.82567, -4.47131, 0.43129)  0.12
H (-2.83917, -2.29560, 1.27112)  0.13
H (-1.69391, -1.39678, 0.34549)  0.09
H (1.11726, -3.35213, -0.09721)  0.11
H (1.29184, -4.05972, -1.77586)  0.13
H (-0.04317, -5.54590, 0.49210)  0.13
H (0.58901, -7.40063, -0.92623)  0.11
H (1.52447, -6.24515, -2.10474)  0.10
Cl (-0.04004, 2.78065, -3.33920)  0.66
C (0.71950, 3.51714, -4.77100)  -0.64
C (-0.01338, 3.16214, -6.03874)  -0.67
Cl (0.15565, 1.43789, -6.44838)  0.56
H (1.75666, 3.19234, -4.80618)  0.07
H (0.70132, 4.59676, -4.62593)  0.07
H (0.39834, 3.73083, -6.87152)  0.07
H (-1.07429, 3.38591, -5.95839)  0.07
Cl (0.90686, 6.34499, 2.33866)  0.57
C (0.39138, 5.40575, 3.76387)  -0.66
C (0.04957, 6.29197, 4.93304)  -0.66
Cl (1.48610, 7.10285, 5.61249)  0.53
H (1.18613, 4.70674, 4.00932)  0.07
H (-0.48657, 4.83539, 3.46754)  0.07
H (-0.38303, 5.69166, 5.73146)  0.07
H (-0.66693, 7.06017, 4.65271)  0.06
Cl (5.23943, -1.86297, 5.29206)  0.53
C (3.64216, -2.56836, 4.92070)  -0.67
C (3.33174, -3.76061, 5.78687)  -0.67
Cl (4.36872, -5.16015, 5.40987)  0.54
H (3.62634, -2.82763, 3.86543)  0.07
H (2.90365, -1.78785, 5.09328)  0.06
H (2.30236, -4.07295, 5.61838)  0.07
H (3.45475, -3.52757, 6.84161)  0.06
Cl (-0.17773, 9.65326, -0.69373)  0.54
C (-0.36008, 10.49166, 0.86812)  -0.67
C (-0.99118, 9.61231, 1.91588)  -0.68
Cl (-2.70461, 9.26497, 1.56370)  0.53
H (-0.94525, 11.39205, 0.69870)  0.07
H (0.63819, 10.78313, 1.19062)  0.07
H (-0.96260, 10.11605, 2.88119)  0.07
H (-0.46865, 8.66398, 2.00631)  0.00

Forces on atoms 1 to 6 (eV/Å):
C -0.7 -0.1 -0.8
C 0.4 0.3 0.7
C -0.5 0.4 -1.7
C 0.1 0.6 0.7
C 0.4 -0.9 0.5
O 0.2 0.2 0.4

Spin multiplicity: 1
LUMO energy: 1.70 eV
Net charge: -1
HOMO energy: -4.201 eV
Frontier orbital gap: 5.9 eV